[1]
C36H41N8O2SZr as an isolated structure at a distorted geometry, computed with ωB97M-V/def2-TZVPD.

XYZ file:
```
89
Properties=species:S:1:pos:R:3:forces:R:3
Zr -0.083 -0.101 0.082 -1.86 2.78 0.24
C -1.121 -3.174 -1.198 0.10 0.04 -0.19
C -1.790 -3.403 0.152 0.02 -0.36 -0.04
C -2.824 -2.391 0.534 -0.31 0.06 0.11
C -4.158 -2.604 0.205 0.03 -0.04 -0.01
C -5.103 -1.667 0.579 0.01 0.02 0.01
C -4.686 -0.549 1.281 0.00 0.01 0.04
C -3.340 -0.400 1.547 0.18 0.07 0.15
N -2.421 -1.300 1.188 0.56 -0.27 -0.46
N -0.042 -2.142 -1.239 -0.03 -0.45 0.31
C 0.144 -1.711 -2.636 -0.11 -0.44 -0.07
C 1.004 -0.498 -2.856 0.26 -0.39 -0.27
C 1.177 -0.110 -4.178 0.20 0.15 0.12
C 2.061 0.911 -4.458 0.49 -0.13 0.26
C 2.763 1.502 -3.409 -0.18 -0.13 -0.02
C 2.512 1.068 -2.124 0.02 0.09 -0.10
N 1.645 0.084 -1.837 -0.37 -0.10 0.24
C 1.212 -2.747 -0.749 0.44 -0.23 0.13
C 1.327 -2.793 0.755 0.19 0.33 0.38
C 1.746 -3.942 1.398 -0.05 -0.03 0.23
C 1.762 -3.980 2.792 -0.02 0.00 -0.27
C 1.325 -2.873 3.496 -0.02 0.15 -0.15
C 0.953 -1.744 2.782 0.03 -0.10 0.48
N 1.013 -1.671 1.455 -0.75 -0.85 -0.90
H -1.871 -2.899 -1.939 -0.06 0.09 0.10
H -0.676 -4.122 -1.520 -0.04 0.02 -0.12
H -1.056 -3.521 0.950 -0.02 0.08 0.01
H -2.290 -4.370 0.060 0.03 -0.01 0.05
H -4.445 -3.496 -0.338 0.00 0.00 0.00
H -6.146 -1.809 0.328 0.00 0.00 0.00
H -5.382 0.214 1.599 -0.01 -0.02 0.00
H -2.951 0.479 2.041 -0.01 0.04 -0.05
H -0.839 -1.503 -3.054 0.00 0.01 0.02
H 0.586 -2.547 -3.198 -0.01 0.05 -0.07
H 0.631 -0.617 -4.964 -0.02 0.01 0.00
H 2.210 1.239 -5.478 0.43 -0.32 0.32
H 3.471 2.302 -3.567 0.00 0.01 -0.06
H 3.019 1.526 -1.289 -0.07 0.06 0.06
H 2.055 -2.188 -1.157 0.01 0.03 0.07
H 1.303 -3.779 -1.105 0.03 0.06 -0.16
H 2.021 -4.811 0.817 0.00 -0.01 0.01
H 2.078 -4.876 3.308 0.01 0.00 0.00
H 1.268 -2.865 4.574 0.00 -0.02 0.00
H 0.603 -0.866 3.309 0.02 0.05 -0.12
S -2.249 0.103 -1.545 0.51 -0.38 0.16
C -2.194 1.662 -2.289 0.48 -0.29 -0.14
N -3.001 1.910 -3.251 -0.28 0.32 0.29
N -2.883 3.199 -3.815 -0.14 -0.20 -0.05
C -1.898 3.376 -4.791 0.03 0.10 -0.06
C -1.949 4.525 -5.589 -0.01 -0.06 0.04
C -0.957 4.776 -6.516 0.04 0.05 -0.02
C 0.111 3.897 -6.675 -0.05 0.03 0.04
C 0.157 2.760 -5.887 -0.14 -0.02 -0.22
C -0.831 2.494 -4.946 -0.16 -0.13 -0.28
N -1.229 2.666 -1.986 -0.20 0.34 -0.21
N -0.146 2.390 -1.464 -0.35 0.11 -0.01
C 0.701 3.578 -1.533 -0.01 -0.21 0.01
C 0.691 4.340 -2.700 0.02 0.10 0.09
C 1.527 5.439 -2.800 0.03 -0.01 0.04
C 2.362 5.782 -1.744 0.00 0.07 -0.09
C 2.355 5.023 -0.586 0.01 -0.09 0.15
C 1.530 3.911 -0.479 0.14 0.02 -0.22
H -3.803 3.470 -4.132 0.05 -0.01 -0.14
H -2.769 5.222 -5.463 0.01 0.00 -0.01
H -1.015 5.671 -7.124 0.00 0.00 0.00
H 0.880 4.094 -7.409 0.01 0.00 -0.01
H 0.968 2.053 -6.017 -0.62 0.48 -0.24
H -0.792 1.592 -4.349 0.03 0.08 -0.08
H 0.037 4.069 -3.516 0.13 0.08 0.14
H 1.523 6.030 -3.707 0.00 -0.01 0.00
H 3.013 6.643 -1.824 0.00 0.00 0.00
H 2.995 5.294 0.245 -0.01 0.01 0.00
H 1.520 3.320 0.413 0.07 -0.24 0.16
C 0.430 3.254 2.611 0.06 0.01 0.14
C 1.106 1.931 2.878 0.11 -0.02 -0.07
O 1.847 1.429 1.726 -0.08 -0.16 0.25
C 3.006 0.697 2.132 0.22 -0.16 -0.11
C 4.028 0.644 1.020 -0.04 0.08 -0.03
H -0.109 3.533 3.519 -0.05 -0.01 -0.04
H -0.283 3.179 1.796 -0.03 0.00 -0.02
H 1.152 4.047 2.417 0.03 -0.02 -0.04
H 0.357 1.193 3.171 0.01 0.03 -0.06
H 1.822 2.050 3.694 -0.01 -0.03 0.02
H 2.728 -0.330 2.383 0.13 0.20 0.19
H 3.440 1.151 3.026 0.00 0.08 -0.05
H 3.616 0.146 0.141 0.01 -0.04 -0.01
H 4.895 0.069 1.346 0.00 0.01 0.03
H 4.365 1.643 0.742 -0.03 -0.01 -0.03
O -0.963 1.045 1.084 0.98 -0.41 0.18
```
Positions in Å, forces in eV/Å.

For the molar mass, the calculation gives 741.069 g mol⁻¹. Its total energy is -2430.01473 Eh. The calculation puts the energy relative to the best compared isomer or geometry (same formula, charge and spin) at 40.9 kcal/mol. For the LUMO energy, the calculation gives -3.18 eV. The net charge is +1. As for the gap between HOMO and LUMO: 6.25 eV. The HOMO energy comes out at -9.427 eV. The calculation puts the maximum force at 3.351 eV/Å.

=====

[2]
One molecule with the formula C5H9NO at a distorted geometry, computed with ωB97M-V/def2-TZVPD.

XYZ file:
```
16
Properties=species:S:1:pos:R:3:forces:R:3
H 0.801 -3.038 0.709 0.01 0.34 -0.22
N 0.284 -2.305 0.206 -0.40 0.79 1.11
C -0.070 -1.379 1.027 -0.60 -0.80 -0.96
C -0.978 -0.206 0.554 0.31 -1.33 1.01
C -0.167 0.925 -0.057 0.73 0.43 -0.30
C -0.315 1.009 -1.573 0.01 -0.07 -0.22
C 1.301 0.685 0.314 0.21 1.37 1.53
O 1.784 1.067 1.377 -0.62 -0.77 -1.80
H 0.192 -1.411 2.098 -0.04 0.12 -0.35
H -1.499 0.137 1.454 -0.05 0.02 -0.22
H -1.710 -0.619 -0.148 0.14 0.13 0.07
H -0.458 1.885 0.382 0.11 -0.17 0.05
H -1.311 1.377 -1.841 0.16 -0.05 0.03
H -0.183 0.030 -2.045 0.01 0.06 0.12
H 0.431 1.684 -2.004 -0.15 0.01 0.04
H 1.897 0.160 -0.451 0.16 -0.06 0.12
```
Positions in Å, forces in eV/Å.

For the molar mass, the calculation gives 99.133 g mol⁻¹. Its total energy is -325.87136 Eh. The calculation puts the energy relative to the best compared isomer or geometry (same formula, charge and spin) at 41.5 kcal/mol. For the LUMO energy, the calculation gives 0.95 eV. The net charge is 0. As for the gap between HOMO and LUMO: 10.70 eV. The HOMO energy comes out at -9.745 eV. The calculation puts the maximum force at 2.062 eV/Å.

=====

[3]
One molecule with the formula C4H4N2O at a distorted geometry, computed with ωB97M-V/def2-TZVPD.

XYZ file:
```
11
Properties=species:S:1:pos:R:3:forces:R:3
O 2.513 -0.560 0.052 1.20 2.59 -0.30
C 1.603 0.381 -0.028 -0.43 2.42 0.87
C 0.247 0.132 0.016 1.30 0.03 -1.13
C -1.012 0.847 -0.019 0.58 1.44 0.54
C -1.953 -0.099 0.098 2.86 -1.65 -1.07
N -1.296 -1.352 0.000 0.65 -0.99 0.06
N 0.004 -1.224 -0.072 -3.24 0.18 0.90
H 2.072 -1.375 0.044 -1.36 -2.54 -0.01
H 2.018 1.435 0.018 -0.39 -1.46 -0.26
H -1.210 1.913 -0.112 0.41 -0.25 0.20
H -2.987 -0.097 0.004 -1.59 0.23 0.19
```
Positions in Å, forces in eV/Å.

For the molar mass, the calculation gives 96.089 g mol⁻¹. Its total energy is -339.49464 Eh. The calculation puts the energy relative to the best compared isomer or geometry (same formula, charge and spin) at 54.6 kcal/mol. For the LUMO energy, the calculation gives -0.61 eV. The net charge is 0. As for the gap between HOMO and LUMO: 8.95 eV. The HOMO energy comes out at -9.568 eV. The calculation puts the maximum force at 3.473 eV/Å.

=====

Please write out number 3 again, unchanged.
One molecule with the formula C4H4N2O at a distorted geometry, computed with ωB97M-V/def2-TZVPD.

XYZ file:
```
11
Properties=species:S:1:pos:R:3:forces:R:3
O 2.513 -0.560 0.052 1.20 2.59 -0.30
C 1.603 0.381 -0.028 -0.43 2.42 0.87
C 0.247 0.132 0.016 1.30 0.03 -1.13
C -1.012 0.847 -0.019 0.58 1.44 0.54
C -1.953 -0.099 0.098 2.86 -1.65 -1.07
N -1.296 -1.352 0.000 0.65 -0.99 0.06
N 0.004 -1.224 -0.072 -3.24 0.18 0.90
H 2.072 -1.375 0.044 -1.36 -2.54 -0.01
H 2.018 1.435 0.018 -0.39 -1.46 -0.26
H -1.210 1.913 -0.112 0.41 -0.25 0.20
H -2.987 -0.097 0.004 -1.59 0.23 0.19
```
Positions in Å, forces in eV/Å.

For the molar mass, the calculation gives 96.089 g mol⁻¹. Its total energy is -339.49464 Eh. The calculation puts the energy relative to the best compared isomer or geometry (same formula, charge and spin) at 54.6 kcal/mol. For the LUMO energy, the calculation gives -0.61 eV. The net charge is 0. As for the gap between HOMO and LUMO: 8.95 eV. The HOMO energy comes out at -9.568 eV. The calculation puts the maximum force at 3.473 eV/Å.

=====

Among the records above, which one has the lowest LUMO energy?
C36H41N8O2SZr